ORCA calculation (the ωB97M-V functional and the def2-TZVPD basis) on a molecular structure, C21H43AuN2P3S.

Properties
LUMO (spin up / spin down)   -8.1283 / -12.4013 eV
HOMO level (spin up / spin down)   -0.591 / -0.591 Eh
<S²>   2.011
Total charge   +3
E   -2492.42095 Ha
2S+1   3
Largest force on an atom   0.0587 hartree/bohr
M   645.5 g mol⁻¹
Energy relative to the best compared isomer or geometry (same formula, charge and spin)   24.8 kJ/mol

```
71
C21H43AuN2P3S (the ωB97M-V functional and the def2-TZVPD basis)
Au -0.4543 0.2739 0.7004
P -1.2825 0.4936 2.9691
P 1.6660 -0.6607 1.2623
P -2.4529 1.1601 -0.3661
H 0.7801 -4.1189 -5.0426
C 0.1890 -3.3922 -5.5944
C 0.7564 -2.2044 -5.8523
H 1.8154 -2.1147 -5.5885
C -1.9448 -1.1473 3.3396
C 0.0276 0.8383 4.1728
C -2.5959 1.6689 3.4444
C 2.7076 -1.2011 -0.1213
C 2.8919 0.2475 2.2671
C 1.3920 -2.2528 2.1161
C -2.7264 1.0346 -2.1660
C -2.8262 2.9188 -0.0277
C -3.8655 0.2106 0.3037
H -0.7825 -3.7025 -5.9619
H 0.3215 -1.4034 -6.4565
H -2.3547 -1.1914 4.3529
H -1.1408 -1.8825 3.2375
H -2.7367 -1.3867 2.6208
H -0.3885 0.9238 5.1828
H 0.5106 1.7946 3.9279
H 0.7757 0.0373 4.1692
H -2.9003 1.5030 4.4864
H -3.4798 1.5639 2.7974
H -2.2035 2.6972 3.3820
H 3.5080 -1.8671 0.2363
H 3.1696 -0.3271 -0.5938
H 2.0827 -1.7273 -0.8532
H 3.4068 -0.4385 2.9529
H 2.4198 1.0439 2.8458
H 3.6311 0.7078 1.5983
H 2.3417 -2.8052 2.2110
H 0.6975 -2.8407 1.5024
H 0.9624 -2.0861 3.1121
H -3.7619 1.3062 -2.4343
H -2.5238 0.0003 -2.4758
H -2.0250 1.6985 -2.6866
H -3.6214 3.2886 -0.6913
H -1.9260 3.5212 -0.2041
H -3.1487 3.0508 1.0078
H -4.8168 0.5020 -0.1658
H -3.9365 0.3454 1.3903
H -3.6841 -0.8524 0.1030
C 0.5782 -1.8801 -3.0880
C -0.5560 -2.5879 -2.6635
C -0.3913 -3.9056 -2.2107
C 0.8712 -4.5005 -2.1723
C 2.0189 -3.7913 -2.5506
C 1.8484 -2.5027 -3.0322
S 0.4587 -0.4519 -4.1275
H 0.4071 0.6119 -3.3291
H -1.5521 -2.1335 -2.7597
H -1.2759 -4.4604 -1.9184
H 0.9795 -5.5438 -1.8644
H 3.0130 -4.2338 -2.5226
H 2.6845 -1.9537 -3.4791
C 0.0121 4.0112 2.0074
C 1.1064 3.6017 1.1240
N 1.1603 2.5188 0.3433
C 2.3864 2.5736 -0.2955
C 3.0909 3.6930 0.1110
N 2.2531 4.3246 1.0061
H 0.2000 3.6594 3.0311
H -0.9078 3.5435 1.6374
H -0.0834 5.1070 2.0035
H 2.7138 1.8383 -0.9944
H 4.0751 4.0418 -0.1644
H 2.4351 5.1929 1.4986
```

Atomic partial charges in e from the Mulliken method, atoms 1 to 2: number 1, Au, carries 0.67; number 2, P, carries 0.26